A molecular structure, C9H26N4O3Rb at a distorted geometry. Source: the Open Molecules 2025 dataset; level of theory: ωB97M-V with the def2-TZVPD basis set.

```
43
Properties=species:S:1:pos:R:3:forces:R:3:mulliken_charge:R:1
Rb -29.97644 -9.12828 11.21640 0.06 0.05 0.16 0.82
C -29.45195 -9.90500 15.05948 -0.31 -0.92 1.03 0.55
O -29.21338 -9.83618 13.86124 -0.13 0.23 0.08 -0.48
N -28.56783 -9.48210 16.02867 -0.07 0.35 -1.55 -0.45
N -30.57001 -10.51695 15.59743 0.96 0.60 -0.58 -0.41
H -28.77315 -9.50188 17.00583 -0.01 0.09 0.18 0.18
H -27.89560 -8.83101 15.65312 0.18 -0.09 0.50 0.23
H -30.77113 -10.28020 16.54718 -0.52 -0.29 0.15 0.19
H -31.26129 -10.90120 14.98110 -0.09 0.08 0.07 0.20
C -34.80149 -8.66649 11.40711 0.86 0.84 0.79 -1.47
C -33.26696 -8.72557 11.64637 -1.19 -0.98 0.26 -0.09
C -32.92862 -8.01395 12.96112 -0.87 -0.06 0.31 -0.54
O -31.61868 -7.55727 12.88207 1.25 0.24 -0.35 -0.08
C -31.16412 -6.68447 13.90719 -1.47 -0.65 0.75 -0.85
N -32.85908 -10.12561 11.66462 1.19 -0.49 0.76 -0.41
H -35.31506 -8.97238 12.32496 0.22 0.06 0.17 0.34
H -35.17407 -9.37437 10.67200 0.21 0.46 -0.54 0.41
H -35.03248 -7.60871 11.27533 -0.63 -0.21 -0.58 0.39
H -32.61890 -8.25778 10.90339 -0.69 0.38 -0.39 0.32
H -33.11938 -8.65779 13.83501 0.37 -0.34 -0.13 0.31
H -33.62971 -7.18818 13.15301 0.13 0.22 -0.42 0.42
H -32.00045 -6.02184 14.15317 0.34 0.52 -0.14 0.35
H -30.26370 -6.15851 13.61466 -0.05 -0.01 -0.22 0.27
H -31.00712 -7.24903 14.83344 0.37 -0.07 -0.06 0.26
H -33.33987 -10.64263 12.39027 -0.06 0.00 -0.04 0.21
H -32.99043 -10.62332 10.79575 -0.31 0.27 -0.14 0.21
C -26.95938 -10.61243 10.60212 -0.35 -1.79 0.52 -0.96
C -27.39316 -10.52696 9.15120 1.31 0.80 0.17 0.15
C -28.49386 -11.45942 8.63791 -0.57 0.11 2.30 -0.75
O -29.52928 -11.38129 9.64365 -0.64 0.23 0.17 -0.05
C -30.59389 -12.32182 9.50427 0.49 0.34 -0.61 -0.81
N -27.82747 -9.14788 8.99712 -1.55 0.64 -1.53 -0.45
H -26.66886 -11.64803 10.80828 0.32 0.12 0.15 0.33
H -27.75353 -10.42621 11.32842 0.16 0.13 -0.23 -0.01
H -26.11784 -9.95816 10.81874 0.00 0.03 -0.17 0.38
H -26.47434 -10.72311 8.58087 -0.21 -0.15 -0.30 0.29
H -28.18717 -12.50538 8.65951 0.38 0.03 -0.66 0.44
H -28.91013 -11.11207 7.69125 0.25 -0.27 -0.27 0.36
H -31.40182 -12.13232 10.20760 0.35 0.25 0.39 0.10
H -30.20358 -13.32348 9.67435 -0.17 -0.23 -0.21 0.33
H -31.04069 -12.19638 8.51595 0.04 -0.42 -0.20 0.34
H -27.15104 -8.39637 9.04013 0.56 -0.51 0.29 0.23
H -28.20607 -9.08219 8.05293 -0.10 0.40 0.13 0.21
```
Forces are in eV/Å.

Results
Orbital gap   0.3694 hartree
HOMO energy   -0.4537 Eh
Net charge   +1
Calculated total energy   -827.1867 hartree

***

A molecular structure, C9H26N4O3Rb at a distorted geometry. Source: the Open Molecules 2025 dataset; level of theory: ωB97M-V with the def2-TZVPD basis set.

```
43
Properties=species:S:1:pos:R:3:forces:R:3:mulliken_charge:R:1
Rb -0.33660 -0.23973 0.40294 -0.13 -0.45 -0.01 0.89
C 0.89027 1.44308 -4.34554 -1.43 0.16 -1.27 -1.41
C 0.31794 0.23800 -3.63893 0.83 -1.08 0.69 0.70
C -0.17949 -0.85039 -4.61555 0.75 0.97 -0.71 -0.88
O -0.96366 -1.88380 -4.09914 0.01 -0.14 0.20 -0.36
C -0.21242 -2.89492 -3.41652 -0.42 0.75 -0.16 -0.51
N 1.33831 -0.34054 -2.72864 -0.80 -0.30 1.31 -0.50
H 1.04282 2.33351 -3.74083 0.46 -0.30 0.35 0.35
H 0.15251 1.77597 -5.08897 0.14 0.02 -0.07 0.36
H 1.76125 1.12590 -4.91791 0.26 0.29 0.22 0.36
H -0.53969 0.44736 -2.99207 -0.02 0.40 -0.07 0.14
H 0.70997 -1.20778 -5.15336 0.07 -0.44 0.14 0.38
H -0.74167 -0.34522 -5.40211 -0.41 -0.07 0.16 0.39
H -0.87752 -3.73423 -3.22593 -0.05 0.01 -0.11 0.15
H 0.13421 -2.44856 -2.48363 0.36 -0.51 0.00 0.22
H 0.61077 -3.21129 -4.06033 0.17 -0.12 0.24 0.31
H 2.26256 -0.58275 -3.05419 -0.15 0.18 -0.68 0.20
H 1.46180 0.24813 -1.91735 0.26 0.27 -0.16 0.10
C 1.67995 2.59656 4.30540 0.01 0.64 0.05 -1.33
C 0.62066 2.00551 3.40238 -0.72 0.15 -0.26 0.22
C -0.53258 2.95990 3.07648 -0.12 0.37 -0.22 -0.51
O -1.09759 3.44702 4.26120 0.28 -0.31 0.12 -0.32
C -2.41993 3.90639 4.16206 -0.59 0.32 0.23 -0.76
N 1.17266 1.61164 2.10108 0.86 -0.24 -0.34 -0.46
H 1.22044 3.06481 5.17581 0.14 -0.24 0.15 0.33
H 2.21667 3.39559 3.78115 -0.19 0.07 -0.11 0.37
H 2.46095 1.88988 4.58737 -0.28 -0.23 0.18 0.38
H 0.12226 1.13729 3.84495 0.37 -0.10 0.17 0.20
H -1.28730 2.46925 2.44476 -0.04 -0.43 0.25 0.28
H -0.19710 3.77934 2.42040 0.28 0.21 0.26 0.28
H -2.62953 4.49610 5.05405 0.19 0.18 -0.11 0.27
H -3.18192 3.11771 4.18317 0.31 -0.33 -0.27 0.28
H -2.58132 4.51941 3.27096 0.07 0.08 0.02 0.33
H 1.97343 1.00138 2.27625 -0.18 -0.12 0.09 0.26
H 1.65270 2.43674 1.73731 -0.28 0.03 -0.15 0.25
C -0.70123 -4.24068 0.77114 -0.74 1.66 -0.78 0.67
O -0.55176 -3.06914 1.17293 0.63 -0.80 -0.15 -0.62
N -0.16884 -5.34387 1.33812 0.49 0.28 0.56 -0.41
N -1.45647 -4.45998 -0.34172 0.37 -0.68 0.85 -0.36
H -0.47952 -6.26814 1.11591 0.09 -0.12 -0.21 0.18
H 0.71586 -5.23230 1.80402 -0.25 -0.08 0.32 0.23
H -1.78848 -3.67543 -0.86469 -0.31 -0.12 -0.06 0.18
H -1.59339 -5.41768 -0.60240 -0.28 0.16 -0.68 0.15
```
Forces are in eV/Å.

Results
Orbital gap   0.3300 hartree
HOMO energy   -0.4361 Eh
Net charge   +1
Calculated total energy   -827.1607 hartree

***

A molecular structure, C9H27BaN4O17P2 at a distorted geometry. Source: the Open Molecules 2025 dataset; level of theory: ωB97M-V with the def2-TZVPD basis set.

```
60
Properties=species:S:1:pos:R:3:forces:R:3:mulliken_charge:R:1
Ba 26.61092 18.67393 -34.35664 0.17 -0.68 0.22 1.77
N 28.11838 13.25162 -31.95461 1.72 -1.98 0.27 1.02
O 28.06240 12.18962 -31.31577 -0.07 0.11 -0.34 -0.54
O 28.98500 13.38901 -32.84801 -0.73 0.51 0.09 -0.62
O 27.35046 14.15159 -31.63348 -1.08 1.94 -0.32 -0.63
C 32.08868 6.61582 -32.93681 -1.37 2.09 0.13 -0.61
N 31.97899 5.60429 -31.92290 0.13 -3.14 -0.33 0.82
O 30.89452 5.08370 -31.70866 -0.14 0.90 -0.04 -0.52
O 33.00633 5.16835 -31.47205 1.05 0.15 0.80 -0.51
H 31.16615 7.14706 -32.70273 0.11 0.70 -0.69 0.29
H 32.00584 6.23502 -33.95477 0.27 -0.36 0.35 0.26
H 32.95586 7.24647 -32.74090 -0.06 -0.34 -0.22 0.27
C 25.16026 9.08468 -35.65211 -0.40 -0.36 0.92 -0.61
N 25.05180 7.61602 -35.65204 -1.21 -1.02 -0.06 0.81
O 24.43225 7.00825 -34.76022 1.36 1.23 -1.33 -0.51
O 25.46839 7.14726 -36.68342 0.30 -1.26 -0.09 -0.50
H 24.90960 9.29566 -34.61251 0.19 1.04 -0.34 0.30
H 24.42332 9.37063 -36.40263 -0.12 0.34 0.41 0.25
H 26.14491 9.34943 -36.03741 -0.09 0.02 0.51 0.26
C 23.76605 8.68992 -28.32305 0.20 -0.39 -1.14 -0.63
N 22.70452 8.07723 -27.51880 -0.64 -0.80 1.77 0.81
O 22.46476 6.85429 -27.58672 0.51 2.53 -0.21 -0.49
O 22.17810 8.86272 -26.73850 -0.24 -0.84 -0.41 -0.51
H 24.12012 7.85760 -28.93130 0.48 0.54 -0.12 0.31
H 24.50526 9.20427 -27.70894 -0.04 -0.68 0.30 0.26
H 23.33210 9.50486 -28.90241 -0.25 -0.37 -0.20 0.25
C 29.28728 16.58632 -41.65219 -0.69 2.04 0.83 -0.72
O 29.05780 15.20509 -41.64883 0.92 -1.33 1.19 -0.24
P 29.20071 14.37985 -40.22898 -1.71 -0.28 0.32 1.00
O 28.59774 15.09848 -39.05550 0.76 -0.93 -1.79 -0.71
O 30.71064 13.94256 -40.00753 0.57 1.03 0.47 -0.29
C 31.60262 14.81775 -39.23204 -0.05 0.73 -0.60 -0.69
O 28.52578 12.95111 -40.64336 0.85 3.56 1.87 -0.34
C 28.85171 12.42649 -41.88177 -0.51 -2.56 -1.68 -0.67
H 28.54793 17.06101 -41.00711 -0.53 0.04 -0.21 0.32
H 29.21674 17.04633 -42.63784 -0.14 -0.67 -0.16 0.30
H 30.18364 17.01243 -41.20155 0.81 -0.97 -0.09 0.30
H 32.29241 15.35055 -39.88657 0.19 -0.63 -0.45 0.30
H 32.17701 14.27202 -38.48347 -0.44 -0.26 -0.20 0.27
H 31.07586 15.66543 -38.79380 -0.50 -0.51 0.43 0.30
H 27.90928 12.06767 -42.29551 -0.10 0.34 -0.40 0.27
H 29.37758 11.48460 -41.72554 0.56 0.18 0.03 0.28
H 29.36579 13.03039 -42.62952 -0.03 0.33 0.51 0.32
C 18.65358 15.34750 -25.36070 0.67 -0.30 0.60 -0.62
O 19.06652 16.69029 -25.60584 -0.58 2.35 -0.33 -0.31
P 20.15747 17.56407 -24.78511 1.08 -1.24 0.08 1.04
O 20.72646 18.85612 -25.29014 -1.85 -2.08 0.34 -0.67
O 19.57651 17.56063 -23.27437 1.76 0.11 -0.72 -0.29
C 18.40400 18.27656 -22.91733 -1.62 -0.91 -0.60 -0.65
O 21.26165 16.37259 -24.74429 -0.47 1.15 1.35 -0.32
C 22.22948 16.19721 -25.74443 0.52 -0.34 -1.04 -0.72
H 17.57090 15.22148 -25.35904 0.02 0.48 -0.46 0.28
H 18.96911 15.00283 -24.37594 0.29 0.05 -0.01 0.31
H 19.13736 14.74227 -26.12735 -0.26 -0.18 0.10 0.25
H 17.65535 17.49525 -22.78619 -0.38 0.04 -0.25 0.26
H 18.08138 18.91365 -23.74083 0.02 0.30 0.29 0.32
H 18.35369 18.77244 -21.94797 1.21 0.28 -0.19 0.27
H 23.22576 16.09275 -25.31479 -0.14 0.05 0.19 0.25
H 22.27131 16.96239 -26.51957 -0.20 0.54 0.39 0.33
H 22.00236 15.29507 -26.31247 -0.04 -0.32 0.24 0.28
```
Forces are in eV/Å.

Results
Orbital gap   0.0863 hartree
HOMO energy   -0.3552 Eh
Net charge   +1
Calculated total energy   -2564.7013 hartree

***

A molecular structure, C9H27InO6 at a distorted geometry. Source: the Open Molecules 2025 dataset; level of theory: ωB97M-V with the def2-TZVPD basis set.

```
43
Properties=species:S:1:pos:R:3:forces:R:3:mulliken_charge:R:1
In -6.65300 -17.79200 -15.89300 -0.40 0.15 -1.98 1.41
C -3.30400 -19.68500 -14.10800 2.80 -2.49 0.75 -1.21
C -3.59700 -19.13000 -15.45100 -5.46 1.21 -0.52 0.48
C -3.82800 -20.14600 -16.54900 2.74 -0.34 0.52 -1.48
O -4.88700 -18.40300 -15.34400 3.35 -0.51 1.67 -0.51
H -2.17500 -19.82000 -14.25600 -1.01 -0.21 1.07 0.33
H -3.66100 -20.74000 -13.91200 -0.10 1.13 -0.27 0.25
H -3.43700 -19.08600 -13.18200 -0.17 0.05 -1.05 0.28
H -2.76300 -18.52900 -15.67400 0.66 1.57 -0.74 0.29
H -2.89300 -20.70300 -16.60900 0.28 -0.26 -0.55 0.40
H -4.19300 -19.94700 -17.53100 0.21 1.47 -0.61 0.27
H -4.50300 -20.85000 -16.24500 -1.95 -1.90 1.39 0.36
C -9.79400 -19.09500 -17.22700 -0.57 1.28 2.61 -1.33
C -9.75900 -17.56300 -16.91000 1.82 -1.03 0.95 0.71
C -10.93300 -17.11900 -16.04700 -0.06 0.10 -3.42 -1.65
O -8.53500 -17.21600 -16.26000 -2.21 0.12 -0.07 -0.66
H -10.72800 -19.41400 -17.63100 -0.63 -0.21 -0.60 0.54
H -9.65400 -19.62400 -16.26200 -0.10 0.11 -0.39 0.18
H -8.97800 -19.29800 -17.84300 1.21 -0.53 -1.33 0.14
H -9.74900 -17.08300 -17.89300 -0.42 0.39 -0.02 0.26
H -10.97200 -17.51100 -15.08800 0.27 -0.61 1.86 0.34
H -11.80100 -17.44900 -16.60400 -0.68 -0.20 0.09 0.45
H -10.98000 -16.05700 -16.12200 0.05 0.93 0.65 0.39
C -7.08600 -15.50400 -18.72200 -0.15 0.66 1.07 -1.29
C -6.62700 -16.93700 -18.87500 0.21 -0.62 2.77 1.08
C -5.53400 -17.17300 -19.85100 -1.86 0.25 -2.90 -1.60
O -6.02400 -17.37900 -17.66400 0.81 0.65 -2.26 -0.37
H -6.25800 -14.81600 -18.46000 -0.11 -0.46 -0.29 0.26
H -7.83900 -15.38000 -17.91300 0.44 -0.49 -0.28 0.11
H -7.57900 -15.13300 -19.58900 -0.27 0.38 -1.06 0.44
H -7.50400 -17.59200 -18.97600 -0.13 0.18 -0.88 -0.07
H -5.18300 -18.16400 -19.74400 0.53 -1.00 0.21 0.36
H -4.75700 -16.47100 -19.73000 1.01 0.77 0.33 0.36
H -5.90900 -17.08100 -20.91100 0.36 0.04 0.70 0.36
O -7.01500 -19.90300 -16.15300 0.33 -1.18 1.35 -0.65
H -7.49900 -20.37700 -16.80700 -0.76 -0.57 -0.70 0.30
H -7.05900 -20.37200 -15.30000 0.10 0.01 -0.69 0.29
O -7.18900 -17.97700 -13.88700 -0.06 -0.17 2.47 -0.46
H -6.46800 -17.89700 -13.24100 -0.03 -0.23 -0.34 0.29
H -7.94600 -18.35400 -13.43700 -0.38 0.09 -0.05 0.29
O -6.15800 -15.78700 -15.33200 -0.56 3.69 0.41 -0.51
H -6.65300 -14.95500 -15.58700 0.31 -1.72 -0.15 0.30
H -5.60100 -15.43100 -14.63800 0.58 -0.49 0.29 0.26
```
Forces are in eV/Å.

Results
Orbital gap   0.2709 hartree
HOMO energy   -0.2842 Eh
Calculated total energy   -1000.5725 hartree